Entry from the OMol25 dataset: a 14-piece molecular cluster, C53H109N3O25 overall in a non-equilibrium geometry (ωB97M-V with the def2-TZVPD basis set).

Energy   -4130.2292 Ha
HOMO-LUMO gap   0.313 hartree
Strongest force on any atom   2.04 eV/A

Each line ends with the Mulliken charge.
CARTESIAN COORDINATES (ANGSTROEM)
C -2.671 -0.091 5.529  0.114
O -2.429 0.390 6.628  -0.692
N -3.136 0.601 4.482  0.256
C -3.535 1.987 4.532  -0.991
C -3.062 0.041 3.137  -0.267
H -2.565 -1.158 5.284  0.373
H -4.355 2.221 3.855  0.331
H -2.683 2.630 4.293  0.256
H -3.792 2.291 5.547  0.409
H -2.135 0.365 2.649  0.087
H -3.073 -1.047 3.129  0.375
H -3.860 0.485 2.544  -0.218
C -4.607 2.047 0.734  0.806
O -4.978 2.502 1.804  -0.734
N -5.308 1.170 -0.015  0.161
C -4.953 0.848 -1.384  -0.863
C -6.393 0.370 0.528  -1.013
H -3.646 2.312 0.268  -0.286
H -5.838 0.973 -2.017  0.475
H -4.736 -0.220 -1.448  -0.037
H -4.151 1.495 -1.727  0.373
H -7.262 0.322 -0.128  0.356
H -6.011 -0.658 0.481  0.273
H -6.562 0.594 1.575  0.339
C 5.694 -1.574 -0.322  -0.178
O 5.110 -1.012 0.583  -0.434
N 5.866 -1.029 -1.549  0.272
C 6.083 -1.866 -2.688  -0.798
C 5.555 0.359 -1.847  -0.481
H 6.127 -2.574 -0.188  0.336
H 5.140 -1.959 -3.235  0.131
H 6.376 -2.869 -2.372  0.338
H 6.807 -1.490 -3.417  0.311
H 6.339 0.750 -2.497  0.437
H 4.581 0.456 -2.327  -0.170
H 5.605 0.930 -0.921  0.237
O 7.415 5.439 4.062  -0.565
C 7.629 4.744 3.106  0.702
O 6.649 4.117 2.449  -0.249
C 5.291 4.436 2.756  -0.727
C 4.482 3.907 1.574  -0.209
C 8.952 4.688 2.431  -1.062
H 5.217 5.518 2.853  0.517
H 5.025 3.888 3.660  0.311
H 4.787 2.879 1.368  -0.078
H 4.609 4.483 0.657  0.212
H 3.402 3.858 1.727  0.256
H 9.649 5.011 3.204  0.325
H 9.056 5.356 1.578  0.267
H 9.239 3.692 2.096  0.318
O 6.387 0.895 5.286  -0.623
C 5.492 0.266 4.800  0.162
O 4.798 -0.724 5.397  -0.059
C 5.063 -1.112 6.732  -0.290
C 4.390 -2.419 7.104  -0.964
C 4.918 0.435 3.431  -0.206
H 4.765 -0.328 7.431  0.308
H 6.133 -1.306 6.846  0.323
H 4.520 -3.128 6.283  0.282
H 3.313 -2.351 7.273  0.062
H 4.790 -2.834 8.027  0.438
H 5.085 -0.475 2.853  0.331
H 5.411 1.283 2.961  0.185
H 3.838 0.570 3.400  0.057
O -5.796 -2.404 -1.228  -0.466
C -5.957 -3.537 -1.607  0.690
O -7.112 -3.990 -2.111  -0.339
C -8.132 -3.065 -2.485  0.049
C -9.487 -3.734 -2.230  -1.216
C -4.921 -4.601 -1.431  -0.606
H -8.005 -2.830 -3.540  0.259
H -8.098 -2.140 -1.910  0.069
H -10.279 -2.989 -2.178  0.384
H -9.446 -4.304 -1.305  0.324
H -9.722 -4.395 -3.065  0.291
H -4.005 -4.016 -1.350  -0.103
H -4.777 -5.302 -2.247  0.348
H -5.039 -5.137 -0.490  0.373
O -2.301 0.851 -6.791  -0.671
C -1.709 1.092 -5.768  0.122
O -0.610 1.855 -5.705  -0.101
C -0.020 2.226 -6.940  -0.352
C 1.355 2.855 -6.706  -0.882
C -2.123 0.548 -4.444  0.963
H -0.679 2.928 -7.455  0.374
H 0.091 1.352 -7.586  0.321
H 1.777 3.058 -7.695  0.442
H 2.092 2.203 -6.247  -0.069
H 1.299 3.800 -6.167  0.286
H -2.156 -0.531 -4.603  -0.811
H -3.111 0.889 -4.141  0.120
H -1.405 0.845 -3.681  0.030
O -3.526 -3.933 -4.060  -0.533
C -2.764 -3.472 -4.878  0.772
O -3.061 -2.522 -5.758  -0.292
C -4.409 -2.076 -5.873  0.061
C -4.576 -1.575 -7.288  -1.296
C -1.328 -3.859 -4.881  -1.049
H -4.677 -1.293 -5.161  0.106
H -5.112 -2.895 -5.705  0.439
H -3.913 -0.733 -7.502  0.195
H -5.576 -1.183 -7.483  0.402
H -4.361 -2.339 -8.035  0.328
H -0.689 -3.082 -5.300  0.176
H -1.168 -4.719 -5.538  0.503
H -1.030 -4.178 -3.887  0.239
O 1.205 -4.910 0.659  -0.646
C 0.101 -4.565 0.989  0.359
O -0.983 -5.356 1.087  -0.215
C -0.831 -6.686 0.596  -0.268
C -2.115 -7.447 0.860  -1.085
C -0.246 -3.134 1.258  0.764
H -0.005 -7.179 1.116  0.332
H -0.538 -6.717 -0.458  0.311
H -2.135 -7.668 1.928  0.325
H -2.137 -8.351 0.254  0.380
H -3.020 -6.868 0.672  0.164
H -1.202 -2.836 0.837  -0.066
H 0.626 -2.539 1.007  -0.229
H -0.377 -3.105 2.348  -0.081
O -1.459 2.966 1.643  -0.214
C -1.980 4.013 1.906  0.613
O -1.962 4.484 3.148  -0.103
C -2.728 5.614 3.576  -0.416
C -2.647 5.646 5.095  -1.183
C -2.559 4.877 0.803  -1.076
H -3.754 5.552 3.204  0.360
H -2.274 6.505 3.131  0.333
H -3.148 4.797 5.556  0.242
H -3.137 6.571 5.401  0.399
H -1.601 5.593 5.389  0.306
H -3.519 4.544 0.413  0.218
H -1.882 4.719 -0.041  0.221
H -2.567 5.947 1.002  0.459
O -0.342 -2.050 4.282  -0.560
C 0.775 -2.096 4.748  0.351
O 1.015 -2.587 5.951  -0.300
C -0.055 -3.055 6.779  0.153
C -0.458 -4.459 6.384  -1.056
C 1.965 -1.383 4.140  -0.273
H -0.843 -2.304 6.662  -0.062
H 0.247 -2.989 7.822  0.333
H 0.384 -5.135 6.548  0.331
H -0.689 -4.539 5.321  0.155
H -1.340 -4.811 6.918  0.393
H 1.541 -0.890 3.273  -0.164
H 2.739 -2.126 3.959  0.349
H 2.319 -0.750 4.950  0.357
O 2.069 6.010 -0.072  -0.549
C 1.290 5.784 -0.969  0.891
O 1.252 4.638 -1.649  -0.292
C 2.258 3.680 -1.433  1.137
C 3.607 3.967 -2.118  -1.372
C 0.270 6.800 -1.369  -1.334
H 1.968 2.709 -1.828  -0.069
H 2.460 3.542 -0.370  -0.281
H 3.440 4.212 -3.168  0.339
H 4.216 3.072 -1.996  0.232
H 4.148 4.808 -1.683  0.383
H -0.446 6.499 -2.128  0.253
H 0.786 7.677 -1.763  0.400
H -0.152 7.145 -0.426  0.305
O 1.739 0.385 -4.595  -0.329
C 2.763 -0.251 -4.579  0.817
O 2.916 -1.392 -3.908  -0.358
C 1.802 -1.800 -3.114  1.118
C 2.218 -2.869 -2.135  -1.290
C 4.056 0.247 -5.181  -1.165
H 0.995 -2.158 -3.757  -0.238
H 1.326 -0.978 -2.577  -0.148
H 1.447 -3.472 -1.662  0.221
H 2.892 -2.428 -1.395  -0.069
H 2.838 -3.613 -2.650  0.498
H 4.860 -0.425 -4.874  0.212
H 4.308 1.226 -4.778  0.233
H 4.091 0.253 -6.268  0.449
O -1.946 0.564 -0.489  -0.452
C -1.221 -0.339 -0.831  -0.507
O 0.062 -0.326 -0.522  2.090
C 0.598 0.768 0.227  -0.159
C 2.101 0.644 0.194  -0.879
C -1.639 -1.509 -1.662  0.673
H 0.220 0.632 1.242  -0.183
H 0.301 1.747 -0.149  0.326
H 2.563 0.828 -0.778  -0.365
H 2.426 -0.358 0.486  0.429
H 2.563 1.339 0.898  0.011
H -2.625 -1.896 -1.406  0.109
H -0.917 -2.320 -1.531  -0.186
H -1.665 -1.386 -2.746  -0.908

Entry from the OMol25 dataset: a 11-piece molecular cluster, C53H123N5O11 overall in a non-equilibrium geometry (ωB97M-V with the def2-TZVPD basis set).

SMILES   CC1(C)CCCC(C)(C)N1O.CC1(C)CCCC(C)(C)N1O.CC1(C)CCCC(C)(C)N1O.CC1(C)CCCC(C)(C)N1O.CC1(C)CCCC(C)(C)N1O.CCO.CCO.CCO.CCO.O.O
Energy relative to the best compared isomer or geometry (same formula, charge and spin)   0.288 eV
Energy   -3194.2631 Ha
HOMO-LUMO gap   0.304 hartree
Strongest force on any atom   2.34 eV/A

Each line ends with the Mulliken charge.
CARTESIAN COORDINATES (ANGSTROEM)
C -4.819 -8.250 -0.178  -1.806
C -3.664 -7.603 -0.933  1.243
C -2.812 -8.735 -1.565  -1.768
C -4.254 -6.767 -2.075  -1.007
C -3.213 -5.928 -2.789  -1.318
C -2.589 -5.018 -1.740  -0.873
C -2.036 -5.657 -0.446  2.133
C -0.563 -6.090 -0.707  -1.979
C -2.053 -4.624 0.664  -0.346
N -2.907 -6.756 -0.057  1.224
O -2.499 -7.392 1.156  -0.535
H -5.114 -7.681 0.704  0.241
H -5.644 -8.433 -0.866  0.392
H -4.551 -9.217 0.261  0.392
H -3.510 -9.430 -2.034  0.425
H -2.068 -8.320 -2.243  0.358
H -2.231 -9.331 -0.849  0.358
H -4.879 -7.403 -2.699  0.522
H -4.895 -6.075 -1.509  0.161
H -2.403 -6.552 -3.169  0.445
H -3.639 -5.305 -3.571  0.426
H -3.172 -4.143 -1.435  0.443
H -1.724 -4.551 -2.227  0.276
H -0.623 -7.064 -1.199  0.425
H -0.053 -6.241 0.245  0.437
H -0.036 -5.374 -1.329  0.286
H -1.640 -4.958 1.614  0.799
H -3.012 -4.131 0.838  -0.971
H -1.412 -3.794 0.332  -0.483
H -1.937 -8.107 0.805  0.305
C 4.328 -0.555 -4.377  -2.011
C 5.090 -1.755 -4.937  1.600
C 6.516 -1.809 -4.378  -1.623
C 4.294 -2.956 -4.437  -1.121
C 4.844 -4.233 -5.078  -0.879
C 4.810 -4.148 -6.610  -1.133
C 5.392 -2.864 -7.223  1.756
C 6.916 -2.948 -7.305  -1.903
C 4.773 -2.701 -8.600  -2.060
N 4.974 -1.738 -6.381  0.405
O 5.240 -0.485 -6.949  -0.499
H 4.508 -0.532 -3.287  0.326
H 4.650 0.445 -4.659  0.497
H 3.248 -0.705 -4.391  0.431
H 6.811 -2.812 -4.070  0.292
H 7.275 -1.463 -5.075  0.350
H 6.632 -1.194 -3.481  0.384
H 4.355 -3.074 -3.350  0.322
H 3.225 -2.872 -4.649  0.467
H 5.878 -4.409 -4.786  0.322
H 4.212 -5.073 -4.782  0.395
H 3.786 -4.309 -6.952  0.440
H 5.426 -4.961 -7.005  0.418
H 7.422 -3.370 -6.444  0.355
H 7.312 -1.950 -7.517  0.369
H 7.216 -3.518 -8.193  0.466
H 4.931 -3.613 -9.178  0.430
H 5.184 -1.824 -9.101  0.422
H 3.693 -2.545 -8.559  0.447
H 4.369 -0.184 -7.232  0.346
C 2.750 9.522 1.767  -2.111
C 1.671 8.495 1.429  2.050
C 2.122 7.052 1.799  -1.830
C 0.395 8.884 2.159  -1.372
C -0.860 8.338 1.526  0.074
C -0.944 8.856 0.103  -1.347
C 0.218 8.321 -0.712  1.865
C -0.059 6.844 -1.023  -1.622
C 0.237 9.120 -2.019  -2.076
N 1.472 8.632 -0.040  0.166
O 2.584 8.156 -0.764  -0.540
H 2.854 9.789 2.818  0.378
H 3.662 9.283 1.223  0.361
H 2.439 10.467 1.302  0.474
H 1.482 6.362 1.248  0.289
H 3.170 6.856 1.612  0.438
H 1.787 6.942 2.832  0.388
H 0.392 8.512 3.192  0.480
H 0.315 9.965 2.287  0.312
H -0.991 7.248 1.543  -0.137
H -1.745 8.549 2.145  0.428
H -1.159 9.925 0.047  0.296
H -1.895 8.433 -0.255  0.425
H -1.034 6.731 -1.490  0.451
H -0.017 6.237 -0.120  0.221
H 0.723 6.467 -1.688  0.269
H 1.160 8.826 -2.520  0.416
H 0.276 10.188 -1.825  0.438
H -0.627 8.860 -2.631  0.406
H 2.749 7.224 -0.497  0.493
C -6.156 -0.309 1.043  -1.837
C -4.985 -1.178 1.501  2.100
C -3.701 -0.835 0.733  -2.196
C -4.633 -0.936 2.967  -0.873
C -5.531 -1.672 3.949  -0.903
C -5.554 -3.156 3.618  -1.376
C -5.998 -3.479 2.202  2.211
C -5.678 -4.915 1.853  -2.313
C -7.531 -3.295 2.150  -1.949
N -5.244 -2.611 1.293  1.089
O -5.507 -2.935 -0.053  -0.728
H -6.319 -0.378 -0.031  0.361
H -7.041 -0.444 1.661  0.310
H -5.872 0.739 1.195  0.427
H -2.850 -1.463 1.012  0.222
H -3.906 -0.991 -0.330  0.604
H -3.340 0.183 0.884  0.319
H -3.571 -1.117 3.164  -0.184
H -4.711 0.126 3.209  0.415
H -5.038 -1.542 4.919  0.551
H -6.490 -1.152 4.003  0.405
H -6.124 -3.634 4.417  0.363
H -4.507 -3.488 3.717  0.173
H -4.594 -5.023 1.885  0.266
H -6.070 -5.329 0.926  0.445
H -6.126 -5.543 2.633  0.488
H -7.746 -3.370 1.074  0.412
H -7.890 -2.327 2.496  0.313
H -8.125 -4.083 2.613  0.413
H -4.719 -3.406 -0.356  0.280
C 0.578 2.460 1.707  -2.704
C 1.135 1.088 1.329  3.102
C 2.669 1.233 1.234  -1.548
C 0.764 0.147 2.466  -1.956
C 1.176 -1.287 2.176  -0.779
C 0.546 -1.737 0.855  -0.116
C 0.651 -0.788 -0.352  2.745
C 1.940 -1.039 -1.140  -2.878
C -0.572 -1.149 -1.195  -1.461
N 0.557 0.614 0.084  0.828
O 0.702 1.511 -0.990  -0.431
H 1.041 2.708 2.670  0.480
H 0.831 3.253 1.005  0.442
H -0.491 2.484 1.927  0.440
H 3.123 0.237 1.147  0.233
H 2.969 1.602 0.250  -0.196
H 3.119 1.769 2.058  0.398
H 1.320 0.447 3.363  0.401
H -0.310 0.211 2.662  0.358
H 2.260 -1.395 2.071  0.415
H 0.885 -2.052 2.900  0.332
H -0.499 -2.031 0.953  -1.101
H 1.059 -2.664 0.573  0.515
H 1.927 -0.480 -2.092  0.680
H 1.814 -1.988 -1.685  0.628
H 2.877 -0.984 -0.601  0.229
H -0.583 -0.827 -2.237  0.456
H -1.453 -0.826 -0.647  -0.035
H -0.675 -2.241 -1.249  0.104
H 1.601 1.341 -1.330  0.240
C 5.494 2.849 2.940  -0.738
C 6.361 3.060 4.160  -0.412
O 7.640 2.480 4.026  -0.537
H 4.554 3.368 3.127  0.186
H 5.324 1.847 2.529  0.413
H 6.026 3.185 2.036  0.294
H 5.903 2.586 5.025  0.295
H 6.454 4.136 4.338  0.251
H 8.095 2.660 3.202  0.302
C -1.621 -1.542 5.332  -0.513
C -1.752 -2.973 5.853  -0.264
O -0.574 -3.685 5.395  -0.495
H -2.499 -0.981 5.649  0.444
H -1.496 -1.596 4.249  -0.306
H -0.721 -1.093 5.751  0.376
H -2.666 -3.420 5.454  0.252
H -1.759 -2.924 6.946  0.337
H -0.616 -4.534 5.856  0.241
C 4.709 3.395 -0.887  -0.904
C 3.418 4.038 -1.347  0.157
O 3.466 5.467 -1.189  -0.452
H 4.945 3.391 0.179  -0.103
H 5.550 3.906 -1.365  0.429
H 4.797 2.326 -1.106  0.324
H 2.549 3.657 -0.799  -0.024
H 3.251 3.730 -2.386  0.273
H 3.494 5.825 -2.082  0.250
C -3.256 5.946 3.032  -1.009
C -4.784 5.908 2.978  -0.241
O -5.336 5.899 4.307  -0.520
H -3.069 4.957 3.485  0.329
H -2.835 6.588 3.806  0.462
H -2.890 6.011 2.013  0.204
H -5.137 5.036 2.440  0.262
H -5.215 6.790 2.486  0.271
H -4.764 6.473 4.824  0.292
O 1.925 -2.338 5.933  -0.659
H 1.222 -2.923 5.591  0.348
H 1.711 -1.467 5.582  0.297
O -2.969 1.960 -0.896  -0.647
H -2.663 2.145 -1.792  0.323
H -2.155 1.806 -0.392  0.285